Entry 1:
Here is a structure of composition C38H44ClF3N2S3SbTl at a distorted geometry from the OMol25 dataset. Energies are from ωB97M-V/def2-TZVPD.

Computed properties:
energy	-107513.5981	eV
LUMO level	3.99	eV
gap between HOMO and LUMO	4.335	eV
charge	-2

Structure (XYZ):
```
93
Properties=species:S:1:pos:R:3:forces:R:3
Tl -0.141492 -0.117137 1.215693 -0.2 -0.4 0.9
C 2.534383 -1.505488 -1.579002 -0.1 0.1 0.0
C 1.863394 -0.265496 -2.230557 0.1 0.0 0.1
N 1.476322 0.730463 -1.257887 -0.1 0.4 -0.5
C 2.428057 1.769693 -0.920741 0.1 0.0 0.1
C 3.692224 1.222170 -0.247939 -0.1 -0.1 0.3
S 3.393228 0.458120 1.393118 0.3 0.0 -0.1
C 4.049623 -1.221780 1.124477 -0.2 0.4 0.0
C 2.966057 -2.229790 0.754575 0.2 0.0 0.0
N 2.058353 -1.705738 -0.233842 0.0 -0.7 -0.2
H 2.341502 -2.369836 -2.237230 0.1 0.0 0.0
H 3.617776 -1.364316 -1.552614 0.0 -0.1 0.0
H 2.544222 0.148961 -2.998533 -0.1 -0.1 0.0
H 0.959414 -0.602968 -2.741564 0.0 0.1 0.0
H 0.592157 1.158677 -1.508610 0.0 -0.1 0.1
H 2.792087 2.277815 -1.835736 0.0 0.0 0.1
H 2.483633 2.961738 0.839988 -0.1 0.0 0.0
H 4.190763 0.491344 -0.879649 0.1 0.0 -0.1
H 4.375718 2.061389 -0.081809 0.0 -0.1 -0.2
H 4.835651 -1.143911 0.371916 0.1 -0.1 0.0
H 4.514801 -1.505452 2.066508 0.1 -0.1 0.0
H 3.461950 -3.176687 0.454736 0.0 0.1 0.0
H 2.356839 -2.421259 1.643624 0.1 -0.1 -0.1
H 1.181516 -2.216296 -0.210025 0.1 0.1 0.0
C 0.909231 0.021410 6.279291 0.0 0.0 0.1
C 0.641230 -0.406378 4.851641 0.0 -0.4 -0.1
S 0.365652 0.972802 3.812042 -0.2 0.1 -0.9
C 0.624064 -1.716822 4.518052 0.0 0.2 0.3
C 0.965393 -2.786617 5.531418 -0.1 0.2 0.0
S 0.270897 -2.420933 2.954016 -0.3 0.0 -0.5
H 0.793388 1.102050 6.342873 0.0 0.0 0.1
H 1.921556 -0.240406 6.598744 0.1 0.0 0.1
H 0.201599 -0.446209 6.970075 0.0 0.0 0.1
H 0.838162 -2.453328 6.560516 0.0 0.0 0.1
H 2.004395 -3.103220 5.399173 0.1 -0.1 0.0
H 0.334602 -3.658508 5.356369 0.0 -0.1 0.1
F -3.928887 -7.359383 -4.419709 0.1 0.3 0.2
C -3.429292 -6.315271 -3.683796 0.4 -0.5 0.0
C -2.205419 -6.474957 -3.055913 -0.3 0.1 -0.1
C -1.714163 -5.405432 -2.310912 0.1 -0.4 -0.1
C -2.415688 -4.221079 -2.197497 0.0 0.8 0.4
C -3.645092 -4.098631 -2.844136 0.1 -0.4 -0.1
C -4.158534 -5.153330 -3.598141 -0.1 0.4 0.1
Sb -1.545414 -2.591136 -0.968679 -0.5 -0.2 -0.3
C -1.737639 -1.176492 -2.614769 0.1 -0.3 0.5
C -1.898504 0.186468 -2.400933 -0.1 -0.1 0.0
C -1.825974 1.082354 -3.457044 0.0 0.1 -0.3
C -1.558920 0.601043 -4.722402 0.1 0.0 -0.1
F -1.453828 1.475763 -5.770675 -0.1 -0.2 0.3
C -1.377307 -0.747786 -4.967608 0.0 0.2 -0.2
C -1.466835 -1.626344 -3.900323 -0.1 -0.2 0.0
C -3.396012 -2.375593 0.128095 0.6 0.1 -0.3
C -3.833698 -3.495395 0.821155 0.1 0.0 -0.1
C -4.907827 -3.415805 1.688587 -0.2 0.0 0.2
C -5.526758 -2.192723 1.861127 0.0 0.0 -0.1
F -6.586053 -2.112073 2.721012 0.2 0.0 -0.2
C -5.112865 -1.065758 1.183165 -0.3 0.0 0.2
C -4.038490 -1.162678 0.314233 0.0 -0.1 -0.1
H -1.663113 -7.405400 -3.148123 0.0 -0.1 0.0
H -0.759431 -5.506620 -1.807619 0.0 -0.1 0.0
H -4.201400 -3.174139 -2.766538 -0.1 0.0 0.0
H -5.106796 -5.076083 -4.108269 -0.1 0.0 -0.1
H -2.074210 0.584054 -1.408376 0.0 0.1 0.1
H -1.970623 2.139354 -3.288417 0.0 0.1 0.0
H -1.164864 -1.093938 -5.969624 0.0 0.0 -0.1
H -1.324187 -2.684740 -4.075281 0.0 -0.1 -0.1
H -3.325260 -4.441372 0.688269 0.0 -0.1 0.1
H -5.253406 -4.276878 2.241925 0.0 0.0 0.0
H -5.600054 -0.118582 1.352560 0.0 0.1 0.0
H -3.689982 -0.266956 -0.175270 0.0 0.1 0.0
Cl -2.441021 1.771787 0.509184 -0.4 0.4 0.0
C -0.314231 4.114666 -0.588465 0.2 0.1 0.1
C 1.214568 4.120519 -0.460077 0.0 0.2 -0.3
C 1.775673 4.516615 -1.826725 0.0 0.0 0.2
C 1.759413 2.758401 0.049052 0.0 -0.2 -0.1
C 1.604301 5.122186 0.617150 0.0 0.1 -0.1
C 2.397801 6.237814 0.383450 0.0 0.1 0.0
C 2.811131 7.053627 1.426661 0.1 0.1 0.1
C 2.438571 6.768326 2.725341 0.0 0.2 0.1
C 1.615104 5.680148 2.968025 0.0 0.0 0.1
C 1.208504 4.868579 1.929269 -0.1 0.1 0.1
H -0.641864 3.458310 -1.390515 0.0 -0.2 -0.1
H -0.671249 5.122230 -0.803325 0.0 0.1 -0.1
H -0.804419 3.759580 0.311402 -0.1 0.0 0.1
H 1.440453 3.820696 -2.591878 0.0 -0.1 -0.1
H 2.863292 4.539538 -1.831305 0.2 0.0 -0.1
H 1.396143 5.498837 -2.101168 0.0 0.2 -0.1
H 0.941795 2.214865 0.535028 0.1 0.2 0.0
H 2.723072 6.494481 -0.612481 0.0 -0.1 -0.2
H 3.447670 7.906245 1.218347 0.0 0.0 0.0
H 2.795172 7.382276 3.542292 0.0 0.0 0.0
H 1.305618 5.443657 3.974132 0.0 -0.1 0.1
H 0.592681 4.014103 2.153428 -0.1 -0.2 0.0
```
Forces are in eV/Å.

Mulliken population analysis, charges in e, atoms 1 to 5: 1.162, -1.414, -0.035, 1.140, 0.493

---

Entry 2:
Here is a structure of composition C38H44ClN6O5Sc from the OMol25 dataset. Energies are from ωB97M-V/def2-TZVPD.

Computed properties:
energy	-92528.0749	eV
LUMO level	-0.22	eV
gap between HOMO and LUMO	8.163	eV
charge	0

Structure (XYZ):
```
95
Properties=species:S:1:pos:R:3:forces:R:3
Sc -0.462815 0.225510 0.103601 -0.2 -0.8 0.2
C 1.206166 -2.324354 -1.643359 0.0 -0.1 0.0
C 2.000525 -2.620819 -0.350706 0.0 0.0 0.0
N 1.275949 -2.800121 0.880755 -0.2 0.0 -0.2
C 0.162344 -3.722262 0.928997 0.0 0.0 0.1
C -1.070597 -3.090936 1.556498 0.0 0.0 -0.1
N -1.622526 -1.939118 0.802701 0.1 0.2 0.0
C -2.255296 -2.361497 -0.459188 -0.1 0.0 0.0
C -1.269068 -2.475733 -1.627347 0.0 0.0 0.0
N -0.082029 -1.601097 -1.488587 -0.1 0.4 0.0
H 1.011413 -3.255493 -2.183159 0.0 0.0 0.0
H 1.836573 -1.720811 -2.294847 0.0 -0.1 0.0
H 2.721202 -1.820371 -0.171077 -0.1 0.0 0.0
H 2.594891 -3.518743 -0.552841 0.0 0.0 0.0
H 1.079066 -1.936798 1.361943 0.1 -0.1 0.1
H 0.412520 -4.597349 1.541613 0.0 0.0 0.0
H -0.075999 -4.115539 -0.061240 0.0 0.0 0.0
H -0.815143 -2.752157 2.557148 0.0 0.1 0.1
H -1.847378 -3.860060 1.646820 0.0 0.0 0.0
H -2.356608 -1.548406 1.386991 0.0 0.0 0.0
H -3.012915 -1.624578 -0.703717 0.0 0.0 0.0
H -2.775241 -3.318641 -0.331982 0.0 0.0 0.0
H -1.806857 -2.228432 -2.543802 0.0 0.0 0.0
H -0.931324 -3.504563 -1.735295 0.0 0.0 0.0
H -0.076680 -0.927381 -2.257082 0.0 -0.1 0.0
C -4.678723 0.437782 -0.023896 0.0 0.0 0.0
C -4.366434 0.045238 -1.441082 0.0 0.0 0.0
C -5.307490 -0.629643 -2.202004 0.0 0.0 0.0
C -5.037040 -0.974817 -3.519536 0.0 0.0 0.0
C -3.832666 -0.604603 -4.084022 0.0 0.0 0.0
C -2.866652 0.083717 -3.348035 0.0 0.0 0.0
C -1.626978 0.563266 -4.045193 0.1 0.0 0.0
C -3.117040 0.358307 -2.004704 0.0 0.0 0.0
N -2.158333 1.005828 -1.151592 0.1 -0.1 0.0
C -2.382154 2.346490 -1.130591 0.0 0.0 0.0
O -3.108950 2.987923 -1.876150 0.0 0.0 0.0
C -1.695547 3.049514 0.004570 0.0 0.0 0.0
C -1.838022 4.400589 0.257923 0.0 0.0 0.0
C -1.258283 4.913674 1.410519 0.0 0.0 0.0
C -0.564999 4.070850 2.267163 0.0 0.0 0.0
C -0.457012 2.736980 1.921041 0.1 0.0 0.0
N -1.012086 2.252596 0.817696 0.0 0.2 -0.1
C 0.258625 1.716301 2.755418 -0.1 0.0 0.1
O 0.755911 2.056394 3.821349 0.0 0.0 0.0
N 0.228122 0.471786 2.216067 0.1 0.1 -0.1
C 0.879797 -0.468416 3.079581 0.0 0.0 0.0
C 0.152615 -1.092042 4.095900 0.0 0.0 0.1
C -1.267594 -0.693197 4.394026 0.0 -0.1 0.0
C 0.784857 -2.043454 4.889906 0.0 0.0 0.0
C 2.124322 -2.342686 4.706933 0.0 0.0 0.0
C 2.851602 -1.665979 3.741436 0.0 0.0 0.0
C 2.249074 -0.715018 2.928353 0.0 0.0 0.1
C 3.067655 0.065089 1.937796 0.0 0.0 0.0
H -5.608492 -0.021793 0.309459 0.0 0.0 0.0
H -4.783943 1.521784 0.063024 0.0 0.0 0.0
H -3.879752 0.150100 0.665284 0.0 0.0 0.0
H -6.263727 -0.882595 -1.759325 0.0 0.0 0.0
H -5.776545 -1.502451 -4.107812 0.0 0.0 0.0
H -3.633634 -0.825391 -5.126696 0.0 0.0 0.0
H -1.010302 -0.264094 -4.406221 0.0 0.0 0.0
H -1.009160 1.179138 -3.401052 0.1 0.0 0.1
H -1.902811 1.160376 -4.915480 0.0 0.0 0.0
H -2.408285 5.001440 -0.435629 0.0 0.0 0.0
H -1.355506 5.965984 1.644479 0.0 0.0 0.0
H -0.103852 4.406891 3.184614 0.0 0.0 0.0
H -1.781221 -0.324858 3.505932 0.0 0.0 0.0
H -1.281966 0.120501 5.122569 0.0 0.0 0.0
H -1.833225 -1.525030 4.816562 0.0 0.0 0.0
H 0.219899 -2.538884 5.671448 0.0 0.0 0.0
H 2.605827 -3.085092 5.330012 0.0 0.0 0.0
H 3.907482 -1.873793 3.615178 0.0 0.0 0.0
H 4.038620 -0.406574 1.785590 0.0 0.0 0.0
H 3.238731 1.077876 2.311476 0.0 0.0 0.0
H 2.574183 0.172978 0.971367 0.0 0.0 0.0
C 3.133525 4.309217 1.432826 0.0 0.0 0.1
C 4.225008 4.387814 0.406642 0.0 0.0 0.0
C 5.298915 5.247041 0.562785 0.0 0.0 0.0
C 6.294190 5.323653 -0.400640 0.0 0.0 0.0
Cl 7.628010 6.418401 -0.166436 0.0 0.0 0.0
C 6.239881 4.541330 -1.533511 0.0 0.0 0.0
C 5.170033 3.669876 -1.707653 0.0 0.0 0.0
C 4.169468 3.597823 -0.748376 0.0 -0.1 0.0
O 3.086571 2.771563 -0.839525 -0.1 0.1 0.0
C 2.993469 1.954424 -1.978540 0.1 -0.1 0.0
C 1.770511 1.054282 -1.921859 0.1 0.0 0.2
O 1.491436 0.409067 -2.919022 -0.1 0.1 -0.1
O 1.154172 0.987014 -0.786454 -0.1 0.0 -0.1
H 3.498885 4.622241 2.410284 0.0 0.0 0.0
H 2.738331 3.298233 1.513835 0.0 0.0 0.0
H 2.300288 4.958985 1.157745 0.0 0.0 0.0
H 5.366620 5.863947 1.449657 0.0 0.0 0.0
H 7.021185 4.604295 -2.277613 0.0 0.0 0.0
H 5.134137 3.060366 -2.598479 0.0 0.0 0.0
H 3.862736 1.288111 -2.046719 0.0 0.0 -0.1
H 2.943655 2.539586 -2.900643 0.0 0.0 0.0
```
Forces are in eV/Å.

Mulliken population analysis, charges in e, atoms 1 to 5: -0.929, -1.022, -0.710, 0.313, -0.926

---

Entry 3:
Here is a structure of composition C38H44LuN6O7PS at a distorted geometry from the OMol25 dataset. Energies are from ωB97M-V/def2-TZVPD.

Computed properties:
energy	-117139.9284	eV
LUMO level	3.34	eV
gap between HOMO and LUMO	3.998	eV
charge	-2

Structure (XYZ):
```
98
Properties=species:S:1:pos:R:3:forces:R:3
Lu -0.442567 -0.408101 0.964209 2.7 3.0 -1.0
C 1.301310 3.465648 0.334671 0.0 -0.1 -0.1
C 0.645451 3.068917 -0.851641 -0.2 0.1 0.0
C 1.428679 2.068296 -1.475064 0.0 0.0 -0.1
C 2.572493 1.849795 -0.672110 0.0 0.0 0.0
C 2.488153 2.712136 0.441064 0.0 0.0 0.1
C 3.481338 2.847356 1.562007 -0.1 0.0 -0.1
C 3.720868 0.944648 -1.030420 -0.1 0.2 0.0
C 1.158109 1.377026 -2.788413 -0.1 0.1 0.2
C -0.618165 3.703470 -1.377619 0.2 -0.1 0.0
C 0.853285 4.536773 1.290738 0.1 -0.1 -0.1
H 2.981425 2.859793 2.537457 0.0 0.0 0.0
H 4.068426 3.775334 1.490297 0.0 0.0 0.0
H 4.191833 2.014499 1.566834 0.0 0.0 0.0
H 4.282676 0.639594 -0.140830 0.0 0.0 0.0
H 4.436214 1.434060 -1.710623 0.0 0.0 0.0
H 3.371919 0.032305 -1.519034 0.0 0.0 0.0
H 0.759201 0.359809 -2.659249 0.0 0.0 -0.1
H 2.075438 1.273740 -3.379859 0.0 0.0 0.0
H 0.441920 1.942709 -3.398658 0.0 0.0 0.0
H -0.471136 4.761321 -1.633044 -0.1 0.0 0.0
H -1.436194 3.662782 -0.645064 0.0 0.0 -0.1
H -0.970649 3.202524 -2.287303 0.0 0.1 0.0
H 0.849418 4.181622 2.328045 0.0 0.0 0.0
H -0.161705 4.873420 1.055033 0.0 0.0 0.0
H 1.504817 5.423861 1.260295 -0.1 0.0 0.0
O -3.416974 -1.422311 0.867876 -0.2 -0.1 0.1
S -2.319831 -2.129069 1.524020 -2.3 -1.1 0.4
O -2.709962 -3.337007 2.206170 0.2 -0.1 0.0
O -1.245301 -2.336759 0.480852 -0.4 -0.5 -0.1
O -1.651737 -1.160789 2.492379 -1.0 -0.3 0.5
N -2.715507 -2.307570 -2.213787 0.0 -0.1 0.0
N -1.475965 -1.730085 -2.661421 -0.2 0.2 -0.1
H -3.309852 -1.541967 -1.918792 0.0 0.0 0.0
H -2.542669 -2.821388 -1.353532 0.0 0.0 0.1
H -0.946407 -2.488148 -3.069195 0.1 0.0 -0.1
H -0.919917 -1.422858 -1.864688 0.2 -0.2 0.0
N -6.467771 2.241300 -7.793728 -0.1 0.0 -0.2
C -5.976295 2.085836 -6.767258 0.1 0.0 0.2
C -5.372870 1.902072 -5.478173 0.0 0.0 0.2
C -4.096133 1.358153 -5.354892 0.0 0.0 -0.2
C -3.518934 1.187722 -4.114504 0.1 -0.1 0.0
C -4.207285 1.568871 -2.963337 0.0 0.0 -0.1
C -5.488492 2.098720 -3.081824 -0.1 0.0 0.1
C -6.063518 2.264591 -4.325736 -0.1 0.0 -0.1
N -3.611144 1.418914 -1.702556 -0.1 0.1 0.0
C -4.170800 1.686280 -0.453010 0.1 0.0 0.0
C -3.213350 1.393462 0.451070 0.0 0.1 -0.1
N -2.067405 0.983623 -0.206630 0.0 -0.4 0.6
C -2.338069 1.002708 -1.475677 0.3 0.0 -0.1
H -3.556131 1.065514 -6.245395 0.0 0.0 0.0
H -2.540619 0.730796 -4.041585 0.0 0.0 0.0
H -6.046153 2.382268 -2.201373 0.0 0.0 0.0
H -7.058063 2.681823 -4.413063 0.0 0.0 0.0
H -5.186088 2.004863 -0.313849 0.0 0.0 -0.1
H -3.272967 1.421782 1.525181 0.0 0.0 0.0
H -1.640276 0.720600 -2.248270 -0.1 0.0 0.0
N 0.993488 3.418075 7.630068 0.0 0.0 0.0
C 0.822135 2.940926 6.594457 0.0 0.0 0.0
C 0.608278 2.347186 5.306030 0.0 -0.1 -0.1
C -0.501261 2.695149 4.533642 0.0 0.1 0.1
C -0.689073 2.104081 3.296960 -0.1 0.0 -0.2
C 0.185889 1.159170 2.729096 -0.1 -0.3 0.4
C 1.287987 0.851289 3.550553 0.0 0.1 -0.1
C 1.509892 1.410657 4.797791 0.0 0.1 0.1
H -1.208409 3.422334 4.915762 0.0 0.0 0.0
H -1.569618 2.413709 2.736725 0.0 0.0 0.0
H 2.027855 0.145767 3.191334 0.0 0.0 0.1
H 2.369579 1.124921 5.392673 0.0 0.0 0.0
C 1.257380 -1.216223 -0.438085 -0.1 -0.4 -0.1
C 1.858754 -2.128465 -0.987023 0.1 0.1 -0.1
C 2.568593 -3.173325 -1.656570 0.0 0.0 0.0
C 3.294939 -4.129051 -0.935757 0.0 0.0 0.0
C 3.982056 -5.138428 -1.592806 0.0 0.0 0.0
C 3.958292 -5.222098 -2.979654 0.0 0.0 0.0
C 3.236852 -4.281639 -3.705702 0.0 0.0 0.0
C 2.550606 -3.267875 -3.054691 0.0 0.0 0.0
H 3.298217 -4.069411 0.146258 0.0 0.0 0.0
H 4.543040 -5.867687 -1.019790 0.0 0.0 0.0
H 4.495218 -6.012833 -3.490059 0.0 0.0 0.0
H 3.213573 -4.337192 -4.787776 0.0 0.0 0.0
H 1.993671 -2.528102 -3.616484 0.0 0.0 0.0
C -0.422270 -2.298733 4.870374 0.0 0.0 -0.1
O 0.773049 -2.622666 4.153195 0.0 0.1 -0.1
P 0.896508 -2.506928 2.523957 1.1 -0.5 0.5
O 2.509726 -2.834026 2.496747 -0.1 0.2 -0.1
C 3.438675 -1.781566 2.246459 0.0 0.0 0.0
O 0.386896 -3.955498 2.048951 0.0 0.0 0.0
C 0.912400 -5.152091 2.604222 -0.1 0.1 0.0
H -0.271356 -2.662048 5.887004 0.0 0.0 0.0
H -1.296670 -2.777202 4.430131 0.0 0.0 0.0
H -0.582701 -1.220184 4.885768 0.0 0.0 0.0
H 4.359966 -2.240781 1.888330 0.0 0.0 0.0
H 3.658957 -1.230078 3.164944 0.0 -0.1 0.0
H 3.071599 -1.090672 1.483154 0.0 0.0 0.0
H 0.180018 -5.933770 2.408790 0.0 0.0 0.0
H 1.072099 -5.055118 3.678894 0.0 0.0 0.0
H 1.859096 -5.404860 2.125136 0.0 0.0 0.0
```
Forces are in eV/Å.

Mulliken population analysis, charges in e, atoms 1 to 5: 1.876, 0.497, 0.706, 0.974, 0.503